Record 1
ORCA calculation (ωB97M-V/def2-TZVPD) on C39H68Cl3GeN2O3S5SbSi3Ti as an isolated structure.

LUMO (spin up / spin down)   -0.512 / -1.233 eV
Energy relative to the best compared isomer or geometry (same formula, charge and spin)   6.3 kcal per mole
HOMO level (spin up / spin down)   -0.231 / -0.252 Ha
<S²>   2.01
Multiplicity   3

Each line ends with the Löwdin charge.
CARTESIAN COORDINATES (ANGSTROEM)
Sb: 2.582 -2.495 0.199  0.8957
Ge: -1.718 1.089 2.171  0.9026
Ti: -0.187 -0.691 0.197  0.4186
Cl: -0.884 -4.027 -0.656  0.7543
Cl: -2.533 -4.862 -5.657  0.6599
Cl: -0.111 -0.224 -4.480  0.7497
S: -2.644 -1.328 0.310  0.5876
S: -0.178 -1.778 2.454  0.4986
S: -2.179 -3.255 4.127  0.8895
S: -4.832 -4.434 4.738  0.5186
S: -4.330 -2.904 2.241  0.9040
Si: 2.438 -5.044 0.557  0.3089
Si: 3.725 -2.204 -2.065  0.3143
Si: 4.517 -2.099 1.818  0.3062
O: -4.892 3.281 -1.024  0.0797
O: 1.205 0.787 0.336  -0.1530
O: -0.024 -1.260 -1.735  -0.3147
N: -1.272 1.110 -1.197  0.0314
N: -5.213 2.713 -3.191  -0.0541
C: -1.054 -3.385 -2.254  -0.5557
C: -2.089 3.112 -2.949  0.0037
C: 1.289 -5.327 2.016  -0.2284
C: -2.550 1.472 -1.276  -0.1111
C: -4.827 1.952 -4.373  -0.2017
C: -1.504 6.091 1.839  -0.1075
C: -0.739 2.504 6.169  -0.2672
C: -0.927 1.163 4.000  -0.3840
C: 6.143 -2.932 1.345  -0.2240
C: -0.754 2.755 -2.859  -0.0525
C: 2.617 -2.790 -3.465  -0.1965
C: 2.157 1.753 2.300  0.0015
C: -0.587 -2.095 -2.575  -0.4658
C: -4.454 2.841 -2.076  -0.4208
C: -1.218 2.477 4.717  -0.3005
C: -4.746 2.806 -5.629  -0.0700
C: -6.715 4.689 -3.200  -0.0698
C: 0.775 2.388 6.305  -0.1156
C: -0.402 1.739 -1.990  -0.1920
C: 5.396 -3.060 -2.166  -0.2211
C: -1.785 -3.811 -4.494  -0.6774
C: -2.788 -2.226 1.772  -1.1500
C: 1.884 -5.990 -0.980  -0.2266
C: 1.981 1.625 0.822  -0.4101
C: -6.598 3.176 -3.102  -0.1984
C: 2.764 2.553 -0.052  0.0155
C: 3.939 -2.704 3.502  -0.2264
C: -1.781 -2.389 2.662  -1.1348
C: -1.647 -4.223 -3.185  -0.1331
C: 4.901 -0.253 1.965  -0.2183
C: -1.320 -2.570 -4.885  -0.1385
C: 3.958 -0.344 -2.285  -0.2209
C: -1.120 5.211 0.656  -0.2616
C: -3.862 -3.505 3.794  -1.5090
C: -1.931 2.949 1.489  -0.3391
C: -0.734 3.786 1.065  -0.2850
C: 4.110 -5.780 1.020  -0.2320
C: -3.007 2.450 -2.149  -0.1164
C: -0.740 -1.750 -3.936  -0.5681
H: -4.001 3.595 -5.520  0.0680
H: -1.224 1.695 6.723  0.1090
H: 1.093 2.470 7.345  0.0679
H: 4.827 -5.736 0.198  0.0203
H: -0.223 3.304 0.225  0.0768
H: -1.396 0.329 4.531  0.0614
H: 0.973 -6.549 -0.761  0.0250
H: 2.533 3.579 0.245  0.1046
H: 0.002 3.236 -3.463  0.1131
H: -2.446 3.434 2.324  0.0556
H: -1.755 7.102 1.519  0.0691
H: 4.266 0.224 2.713  0.0073
H: -0.291 5.674 0.110  0.1014
H: -2.665 2.919 0.681  0.0392
H: 4.607 -2.319 4.279  0.0344
H: 1.417 2.473 2.665  0.0850
H: 6.792 -2.213 0.838  0.0254
H: -7.016 2.829 -2.156  0.1221
H: -6.189 5.161 -2.371  0.0723
H: -1.998 -5.198 -2.878  0.1062
H: 3.238 -3.081 -4.316  0.0389
H: 4.439 -0.131 -3.243  0.0367
H: 3.919 -6.838 1.228  0.0369
H: 1.275 3.182 5.745  0.0700
H: -1.072 3.437 6.633  0.1032
H: 1.464 -6.335 2.403  0.0368
H: -3.874 1.464 -4.181  0.1126
H: 5.935 -0.146 2.303  0.0365
H: -1.398 -2.241 -5.910  0.1037
H: 4.808 0.290 1.023  0.0054
H: -6.293 5.054 -4.137  0.0672
H: 1.977 -1.965 -3.783  -0.0032
H: -0.750 3.314 4.182  0.0918
H: 1.140 1.431 5.929  0.0626
H: 3.830 2.400 0.130  0.0935
H: -0.003 3.854 1.881  0.0847
H: -2.369 5.693 2.371  0.0686
H: 2.661 -6.703 -1.265  0.0301
H: -1.957 5.155 -0.048  0.1058
H: 0.622 1.390 -1.939  0.0836
H: 3.947 -3.793 3.569  0.0191
H: 1.961 0.793 2.774  0.0857
H: -0.681 6.163 2.556  0.0723
H: -3.169 0.645 2.444  -0.0200
H: 5.785 -2.967 -3.185  0.0317
H: 0.236 -5.250 1.746  0.0077
H: -7.151 2.692 -3.909  0.1175
H: 4.570 0.099 -1.496  0.0138
H: -4.471 2.192 -6.487  0.0777
H: -5.560 1.152 -4.514  0.1248
H: 6.658 -3.245 2.258  0.0375
H: 1.969 -3.631 -3.223  0.0137
H: -3.245 0.976 -0.610  0.0721
H: -2.414 3.897 -3.620  0.1228
H: 4.574 -5.350 1.908  0.0105
H: -2.294 2.680 4.693  0.1055
H: 2.538 2.395 -1.104  0.0795
H: -5.705 3.278 -5.849  0.0693
H: 1.465 -4.618 2.826  0.0108
H: 2.976 0.137 -2.285  0.0108
H: 6.044 -3.803 0.702  -0.0026
H: 0.137 0.940 3.997  0.0095
H: 2.925 -2.366 3.728  0.0163
H: -7.762 4.993 -3.156  0.0763
H: 3.144 2.134 2.552  0.0931
H: 6.124 -2.618 -1.486  0.0104
H: 1.670 -5.363 -1.843  -0.0064
H: 5.324 -4.125 -1.936  0.0230


Record 2
ORCA calculation (ωB97M-V/def2-TZVPD) on a 10-piece molecular cluster, C39H68O24S4 overall.

LUMO   -0.070 eV
SMILES   C[C@H]1COC(=O)O1.C[C@H]1COC(=O)O1.C[C@H]1COC(=O)O1.C[C@H]1COC(=O)O1.C[C@H]1COC(=O)O1.O=S1(=O)CCCC1.O=S1(=O)CCCC1.O=S1(=O)CCCC1.O=S1(=O)CCCC1.CC(C)=O
Energy relative to the best compared isomer or geometry (same formula, charge and spin)   41.5 kcal per mole
HOMO level   -0.373 Ha
Multiplicity   1

Each line ends with the Löwdin charge.
CARTESIAN COORDINATES (ANGSTROEM)
S: -4.401 2.265 -2.808  0.7523
S: -2.380 -2.938 1.801  0.7454
S: -2.372 0.829 2.844  0.7094
S: 0.312 5.239 1.624  0.7004
O: -3.566 3.472 -3.027  -0.3737
O: -1.232 0.177 3.486  -0.3556
O: -3.283 -2.210 2.670  -0.3520
O: 2.682 -8.005 0.998  0.1004
O: 0.514 -0.689 -1.142  0.0921
O: -3.128 -7.151 -3.211  0.0851
O: 3.267 1.938 -1.941  -0.0024
O: -0.539 4.461 0.789  -0.3436
O: -2.667 0.609 1.446  -0.3517
O: 1.074 2.404 -6.669  0.1246
O: 0.652 4.887 3.046  -0.3613
O: 2.216 -2.085 -1.327  0.0923
O: 0.982 -7.135 -0.107  0.1359
O: -3.817 -4.983 -3.080  0.0753
O: 5.227 0.805 4.912  0.0829
O: -2.224 -2.442 0.387  -0.3727
O: -5.875 2.273 -2.715  -0.3651
O: 0.817 4.047 -5.183  0.1333
O: 0.809 2.000 -4.448  0.0661
O: 0.648 -9.134 0.735  0.0836
O: 2.019 -0.612 0.446  0.0888
O: 5.129 -1.354 5.089  0.1250
O: 6.672 -0.300 6.288  0.0934
O: -1.703 -5.289 -3.289  0.0758
C: 5.752 -0.305 5.439  -0.5985
C: 0.566 4.160 -3.833  -0.3365
C: 4.617 2.410 -3.924  -0.0240
C: 1.921 5.620 0.737  -0.1738
C: 3.720 0.014 -3.405  0.0058
C: 0.930 2.809 -5.523  -0.5855
C: -3.041 -4.738 1.663  -0.1607
C: -1.780 -5.657 1.807  -0.1849
C: 1.422 -8.152 0.521  -0.5362
C: -2.102 2.748 3.085  -0.1781
C: -2.875 -5.910 -3.104  -0.5064
C: -3.001 -0.050 -2.237  -0.1846
C: 3.926 1.482 -2.913  -0.3944
C: -0.629 -3.313 -3.467  0.0051
C: 3.999 -0.947 4.211  -0.2136
C: -0.801 -4.904 2.792  -0.1848
C: -1.771 -4.002 -2.847  -0.3851
C: -3.347 3.225 3.894  -0.1925
C: 1.727 7.093 0.199  -0.2004
C: 2.681 -0.973 4.990  -0.0152
C: -0.272 6.977 1.612  -0.2045
C: 1.053 7.782 1.339  -0.2362
C: -3.745 2.000 4.768  -0.1967
C: 0.311 2.803 -3.317  -0.0696
C: 1.480 1.395 1.579  0.0073
C: -3.653 1.128 -1.511  -0.2050
C: 4.410 0.483 3.878  -0.1536
C: 0.952 0.174 0.979  -0.3251
C: -2.778 0.230 -3.787  -0.1423
C: 2.061 -6.289 -0.347  -0.2907
C: 1.842 -4.786 -0.014  -0.0192
C: -0.621 5.158 -3.646  0.0025
C: -3.882 0.685 3.877  -0.1839
C: 0.163 0.412 -0.300  -0.0744
C: 1.637 -1.196 -0.713  -0.5582
C: -4.068 1.057 -4.202  -0.2063
C: 3.177 -6.811 0.570  -0.1406
C: -3.174 -3.725 -3.353  -0.0604
C: -0.753 -3.331 2.599  -0.1849
H: 4.623 -0.211 -3.973  0.0765
H: 2.845 0.002 -4.055  0.0912
H: 3.474 -6.096 1.338  0.1373
H: -2.957 1.771 5.487  0.1050
H: 0.812 8.835 1.192  0.1179
H: 0.281 1.415 -0.710  0.1215
H: 2.193 -1.924 5.203  0.0810
H: 4.987 0.582 2.959  0.1416
H: 2.805 -0.511 5.970  0.0973
H: 2.104 4.786 0.059  0.0838
H: 0.847 2.777 -2.368  0.1076
H: -0.691 -2.912 3.603  0.0905
H: 1.892 -0.383 4.524  0.0759
H: -4.527 2.188 5.504  0.1072
H: -3.507 -4.729 0.677  0.0885
H: -1.989 -6.676 2.134  0.1177
H: 2.415 -6.339 -1.376  0.1563
H: -2.978 4.169 4.295  0.1101
H: -3.714 -0.201 4.491  0.0897
H: -1.508 4.958 -4.247  0.0829
H: 1.754 -4.377 0.993  0.0740
H: -1.214 2.818 3.713  0.0795
H: -0.763 -3.159 -4.538  0.1016
H: -2.032 -0.180 -1.755  0.0766
H: -3.269 -3.401 -4.389  0.1426
H: -3.701 -4.910 2.513  0.0955
H: 0.180 -5.367 2.689  0.0930
H: 5.633 2.163 -4.234  0.0790
H: -4.150 3.500 3.210  0.1086
H: -0.709 2.522 -3.057  0.1197
H: 3.652 -0.591 -2.502  0.0614
H: 0.082 -2.820 2.121  0.0764
H: -0.294 6.159 -3.927  0.0786
H: 2.659 7.649 0.098  0.1181
H: 1.425 4.593 -3.320  0.1519
H: 0.995 -4.373 -0.561  0.0707
H: -4.049 1.581 -5.158  0.0949
H: 4.040 2.429 -4.848  0.0838
H: 2.371 1.132 2.148  0.0706
H: -1.378 -5.733 0.796  0.0926
H: -4.606 0.999 -0.998  0.0900
H: 4.670 3.450 -3.603  0.0753
H: -2.883 -0.648 -4.424  0.0931
H: 1.126 7.092 -0.709  0.1156
H: -1.865 0.769 -4.042  0.0922
H: -1.766 3.199 2.151  0.0546
H: -1.715 -4.059 -1.760  0.1469
H: -3.718 -3.100 -2.644  0.1242
H: 3.635 1.249 3.846  0.1284
H: -4.774 0.579 3.260  0.1051
H: 2.698 -4.297 -0.481  0.0786
H: -0.772 7.090 2.574  0.0972
H: -3.613 -0.886 -1.898  0.1030
H: -0.971 5.209 -2.614  0.0778
H: 2.760 5.604 1.431  0.0998
H: -1.085 -5.158 3.813  0.1082
H: 1.797 2.020 0.744  0.0922
H: 0.231 -3.927 -3.197  0.0955
H: -3.001 1.676 -0.831  0.0791
H: 3.948 -6.923 -0.192  0.1372
H: 0.408 -0.473 1.667  0.1302
H: -0.894 0.399 -0.037  0.0964
H: -0.486 -2.341 -2.994  0.0778
H: -0.996 7.182 0.824  0.1021
H: -4.951 0.435 -4.346  0.0928
H: 1.543 7.764 2.313  0.1187
H: 3.957 -1.728 3.452  0.1527
H: 0.793 1.857 2.288  0.0886


Record 3
ORCA calculation (ωB97M-V/def2-TZVPD) on C39H69As2FGeN3O3PdSSbSe as an isolated structure.

LUMO (spin up / spin down)   -8.033 / -11.239 eV
HOMO level (spin up / spin down)   -0.522 / -0.592 Ha
<S²>   6.05
Net charge   +4
Multiplicity   5

Each line ends with the Löwdin charge.
CARTESIAN COORDINATES (ANGSTROEM)
Sb: 4.492 -0.127 -2.190  1.4422
Pd: 1.552 0.418 -1.060  0.3844
Se: 0.696 1.493 1.874  1.1209
As: 3.316 3.909 -2.033  0.7944
As: 1.546 -1.985 -2.658  1.1912
Ge: 2.631 2.837 4.271  0.8085
S: 3.129 2.286 -0.617  0.1737
F: -4.305 2.280 3.478  0.0697
O: -1.046 0.591 0.092  -0.1521
O: -1.430 -1.942 -3.079  0.1049
O: 0.112 -1.591 -1.474  -0.3324
N: -4.513 -1.546 -0.459  -0.0035
N: -9.166 1.937 4.272  0.0902
N: -6.735 0.865 3.117  -0.0522
C: -5.589 -0.345 1.348  0.0666
C: -5.904 -3.525 0.176  -0.0469
C: 3.118 4.200 2.974  -0.2166
C: -9.157 1.235 2.920  -0.0497
C: -2.209 -1.173 -0.997  -0.0229
C: -5.741 -2.329 -0.749  -0.1599
C: -1.160 -1.589 -1.962  -0.5080
C: 0.825 2.002 3.676  -0.5306
C: 3.342 3.295 -3.847  -0.2248
C: 6.320 0.926 -1.776  -0.4123
C: 7.520 0.010 -2.020  -0.1524
C: 0.153 3.200 1.169  -0.3202
C: 4.944 4.837 -1.659  -0.2126
C: 2.050 -6.317 -1.970  -0.0399
C: -4.462 -0.592 0.553  -0.1054
C: 5.403 -0.722 -5.086  -0.1605
C: 3.404 -1.020 0.576  -0.2139
C: 1.062 -3.285 -4.014  -0.2442
C: -2.076 -0.116 -0.041  -0.2886
C: -3.283 1.081 1.781  0.0785
C: 1.187 -5.331 -1.429  -0.3431
C: 2.134 3.562 5.992  -0.1923
C: -7.989 1.543 5.123  -0.0770
C: -3.416 -1.799 -1.172  0.0487
C: -3.273 0.120 0.761  -0.0515
C: -0.203 -5.461 -1.677  -0.0647
C: -6.705 1.696 4.332  -0.1131
C: 0.175 -7.487 -2.909  -0.0433
C: -8.015 0.234 2.830  -0.1279
C: 3.872 1.351 4.307  -0.1929
C: -5.607 0.618 2.352  -0.1123
C: 5.027 -1.470 -3.814  -0.3760
C: 1.905 5.192 -1.874  -0.2228
C: -0.695 -6.520 -2.402  -0.0684
C: -4.387 1.318 2.534  -0.1763
C: 1.548 -7.379 -2.684  -0.0567
C: 1.692 -4.254 -0.679  0.0004
C: 1.118 -0.303 -3.654  -0.2885
C: 4.457 -1.404 -0.461  -0.3854
H: 6.360 1.825 -2.390  0.0398
H: 2.392 -0.950 0.120  -0.0056
H: 3.029 3.963 6.473  0.0446
H: -8.045 -0.138 1.812  0.1243
H: 5.776 4.140 -1.621  0.0367
H: 5.718 -1.436 -5.850  0.0945
H: 4.180 -2.138 -3.951  0.0262
H: 1.088 -2.779 -4.979  0.0508
H: 6.237 -0.035 -4.930  0.0665
H: 0.994 3.881 1.287  0.0106
H: -8.155 0.523 5.458  0.1443
H: 3.413 4.164 -4.501  0.0650
H: 3.119 -6.228 -1.802  0.1170
H: -10.037 1.745 4.768  0.1910
H: 1.720 2.786 6.636  0.0392
H: -6.549 2.748 4.086  0.1357
H: 1.907 5.602 -0.867  0.0473
H: 1.802 -4.083 -3.971  0.0347
H: -6.461 -0.955 1.190  0.0894
H: 5.105 5.568 -2.451  0.0663
H: 3.306 -1.783 1.351  0.0987
H: -6.825 -4.055 -0.069  0.0948
H: 3.259 3.773 1.979  -0.0305
H: 0.729 1.105 4.291  0.0378
H: -2.392 1.666 1.971  0.1116
H: -0.216 -8.325 -3.473  0.1174
H: -7.965 2.188 5.997  0.1507
H: 5.860 -2.036 -3.385  0.0722
H: 1.410 4.369 5.881  0.0371
H: 1.018 -3.613 -0.122  0.0514
H: -5.664 -2.655 -1.783  0.1304
H: 3.913 0.848 3.339  0.0036
H: 2.424 2.752 -4.060  0.0387
H: 3.642 -0.073 1.059  0.0287
H: -8.198 -0.622 3.485  0.1437
H: 1.903 -0.046 -4.364  0.0251
H: -10.108 0.729 2.786  0.1455
H: 4.066 4.637 3.296  0.0416
H: 1.017 0.545 -2.939  -0.0220
H: 4.845 5.349 -0.705  0.0556
H: 4.565 -0.159 -5.498  0.0667
H: 7.427 -0.949 -1.505  0.0728
H: -9.060 2.001 2.156  0.1450
H: -5.897 1.397 4.996  0.1421
H: -6.592 -1.655 -0.702  0.1207
H: -3.511 -2.554 -1.943  0.1596
H: 6.220 1.221 -0.733  0.0495
H: 2.218 -8.142 -3.061  0.1185
H: -0.098 3.051 0.126  0.0223
H: -1.760 -6.616 -2.571  0.1114
H: -0.709 3.556 1.729  0.0529
H: -5.945 -3.229 1.226  0.0757
H: 3.585 0.631 5.074  0.0403
H: 0.164 -0.389 -4.169  0.0464
H: 4.869 1.723 4.546  0.0418
H: 2.744 -4.221 -0.419  0.0551
H: -0.878 -4.706 -1.281  0.1056
H: 0.047 2.725 3.925  0.0405
H: 7.684 -0.184 -3.080  0.0701
H: 4.271 -2.401 -0.856  0.0401
H: 0.945 4.739 -2.104  0.0485
H: 4.208 2.655 -4.001  0.0259
H: 5.456 -1.376 -0.025  0.0693
H: -5.073 -4.222 0.054  0.0872
H: 2.376 4.999 2.943  0.0340
H: 8.422 0.490 -1.635  0.0951
H: 2.114 5.991 -2.587  0.0631
H: 0.074 -3.698 -3.851  0.0313
H: -9.144 2.947 4.129  0.1862


no.,largest force on an atom (eV/A)
1,2.2
2,8.0
3,0.9